Record 1
Here is a 9-piece molecular cluster, C33H41N5O16S4 overall from the Open Molecules 2025 dataset. Energies are from ωB97M-V/def2-TZVPD.

Structure (XYZ):
```
99
Properties=species:S:1:pos:R:3:forces:R:3:lowdin_charge:R:1
C -2.4534 -4.3733 0.6251 -1.1 -0.6 0.0 -0.122
C -1.8313 -3.0706 1.0257 1.6 0.3 -1.0 -0.149
O -1.6228 -3.1293 2.4447 0.3 0.8 -0.2 -0.204
S -2.6918 -4.0417 3.1117 -1.6 0.3 -0.9 0.565
O -3.7435 -3.2867 3.7325 1.0 -0.5 0.2 -0.225
O -1.9648 -5.0683 3.7374 0.1 -0.8 1.3 -0.207
O -3.3144 -4.5771 1.7608 -1.0 -0.5 0.1 -0.192
H -1.7752 -5.2020 0.5989 0.7 -0.4 -0.2 0.119
H -3.1126 -4.4216 -0.2865 0.8 0.6 0.9 0.156
H -2.5242 -2.2861 0.8027 -0.1 0.8 -0.2 0.114
H -0.8083 -2.9354 0.6317 -0.8 0.2 -0.2 0.134
C -3.3095 0.6536 -3.4945 3.1 -2.3 -0.1 -0.076
C -2.6040 0.7246 -2.1227 0.7 -0.7 0.3 -0.134
O -3.2336 -0.3216 -1.3043 0.9 0.1 -1.3 -0.210
S -3.4196 -1.5750 -2.2677 -1.4 -1.8 1.1 0.597
O -4.6529 -2.1513 -1.7495 1.9 0.2 -1.2 -0.257
O -2.2392 -2.4037 -2.4471 -1.4 1.2 0.6 -0.249
O -3.6495 -0.7971 -3.6178 0.2 0.7 0.0 -0.209
H -2.5991 0.9109 -4.3274 -0.9 -0.2 0.9 0.124
H -4.2234 1.1237 -3.5479 -1.8 1.4 0.0 0.100
H -2.8365 1.6039 -1.5967 -0.1 1.3 0.4 0.110
H -1.4939 0.5720 -2.0792 -1.0 0.1 -0.6 0.135
C -3.1188 0.0745 4.5370 -0.1 1.3 -1.3 -0.104
C -2.9454 0.1677 2.9929 0.6 1.4 1.3 -0.133
O -1.5313 0.1500 2.8103 1.3 -0.5 0.3 -0.215
S -0.7090 0.3721 4.1800 -0.3 1.4 -0.3 0.548
O 0.0532 1.5657 4.1135 0.5 0.0 -0.5 -0.222
O -0.0820 -0.8220 4.5992 0.2 -0.9 -0.2 -0.214
O -1.9334 0.7299 5.0857 -1.4 -0.9 -0.3 -0.189
H -3.1849 -0.9491 4.8067 -0.1 -0.8 0.7 0.102
H -3.9722 0.6971 4.7861 0.0 -0.3 0.6 0.135
H -3.2610 1.1689 2.6460 -0.3 -0.7 -0.1 0.140
H -3.3672 -0.6642 2.4657 -0.4 -0.3 -0.3 0.112
C 1.7040 -1.5914 1.2886 -1.5 -0.2 0.5 -0.122
C 2.5058 -0.4224 1.8248 0.2 0.8 -0.7 -0.109
O 2.5957 0.4906 0.6871 0.2 -0.2 0.5 -0.198
S 1.2307 0.4374 -0.1013 2.8 1.5 -2.1 0.527
O 1.5588 0.7376 -1.4831 -0.9 -0.9 1.3 -0.259
O 0.3309 1.2939 0.5548 -1.6 0.2 0.6 -0.206
O 0.9903 -1.0694 0.1217 -0.8 -1.0 -0.1 -0.209
H 0.8972 -1.9834 1.9694 1.1 0.3 -0.4 0.137
H 2.3906 -2.3385 0.9332 -0.1 -0.5 -0.3 0.084
H 3.5327 -0.7453 1.9281 0.1 0.1 0.8 0.132
H 2.0517 0.1193 2.6613 0.3 -0.3 0.0 0.122
N -1.0845 3.2977 -3.5435 -0.8 1.1 -0.5 0.059
C -1.6841 4.2179 -4.3472 -0.4 -1.5 1.0 -0.151
C -1.1806 5.4626 -4.5509 -1.4 1.0 -1.6 -0.108
C -0.0808 5.8340 -3.8499 2.6 1.0 0.0 -0.109
C 0.5749 4.9783 -2.9791 -0.8 -0.9 0.2 -0.037
C -0.0008 3.6853 -2.8780 0.9 -1.0 0.6 -0.135
H -2.6514 3.9286 -4.7532 0.3 -0.1 -0.3 0.102
H -1.6425 6.1552 -5.3049 0.4 -0.8 1.0 0.125
H 0.4342 6.7541 -4.1417 -0.4 0.0 0.5 0.112
H 1.4696 5.2885 -2.4184 -0.5 -0.4 -0.4 0.113
H 0.4255 2.8161 -2.2962 0.0 1.5 -0.4 0.104
N 1.5746 -5.2083 1.0710 0.3 0.5 -0.7 0.077
C 2.9075 -5.0572 0.9846 -1.1 -0.2 -1.2 -0.184
C 3.7383 -5.2364 2.0239 1.5 0.0 1.6 -0.096
C 3.2103 -5.3553 3.3008 -0.1 -0.3 0.6 -0.065
C 1.8282 -5.3591 3.4291 0.6 -0.3 0.3 -0.046
C 1.0542 -5.3802 2.2756 2.7 0.6 0.0 -0.144
H 3.3787 -4.8170 0.0408 -0.5 -0.1 -0.4 0.098
H 4.8109 -5.2416 1.8532 -0.1 0.1 0.1 0.108
H 3.8545 -5.4777 4.1884 -0.4 0.2 -0.6 0.116
H 1.4002 -5.3937 4.4176 -0.3 -0.1 0.0 0.107
H 0.0447 -5.4876 2.3312 -2.8 -0.3 0.2 0.050
N 2.0408 1.8561 -5.1032 0.5 -0.3 1.1 0.073
C 1.9443 2.4560 -6.2823 -0.1 -0.8 0.8 -0.168
C 0.9826 2.1835 -7.2011 -0.5 -0.9 0.1 -0.070
C 0.0198 1.2273 -6.8665 0.0 0.3 -0.2 -0.074
C 0.0886 0.6220 -5.6349 0.4 0.0 0.6 -0.074
C 1.1545 0.9342 -4.7635 -1.0 0.2 -1.2 -0.142
H 2.7449 3.0878 -6.5248 0.9 1.1 -0.3 0.089
H 1.1248 2.6169 -8.1537 -0.5 0.4 -1.0 0.090
H -0.7689 0.9168 -7.5359 0.0 0.2 -0.2 0.103
H -0.6660 -0.1009 -5.3581 0.1 -0.2 0.1 0.094
H 1.2579 0.4107 -3.8259 0.2 0.1 0.2 0.076
N 3.6747 -2.0022 -1.1509 -0.2 0.1 -0.9 0.076
C 4.7292 -1.2354 -1.3988 0.4 0.5 1.2 -0.176
C 5.1618 -0.7506 -2.5830 -1.1 -0.4 -1.7 -0.052
C 4.3863 -1.1018 -3.6935 1.0 0.7 0.2 -0.066
C 3.2968 -1.9079 -3.5369 -0.4 -0.5 1.2 -0.062
C 2.9561 -2.3196 -2.2357 0.9 -0.3 0.3 -0.120
H 5.3009 -0.8779 -0.5865 0.4 -0.1 1.4 0.095
H 6.0308 -0.1287 -2.6399 0.2 0.2 -0.1 0.104
H 4.6645 -0.7150 -4.6497 0.0 0.0 -0.6 0.102
H 2.7580 -2.2615 -4.3828 -0.6 -0.1 -0.4 0.097
H 2.1826 -3.0189 -1.9790 -0.7 -0.1 -0.5 0.106
N -2.3851 3.7272 6.1181 -1.4 -1.8 1.1 0.050
C -1.7828 3.9539 7.2706 0.8 1.5 0.9 -0.140
C -0.7478 4.8828 7.3442 -0.2 -0.5 0.7 -0.068
C -0.2904 5.5498 6.2078 0.6 -0.1 2.4 -0.102
C -0.9067 5.2835 5.0616 -1.6 -1.1 -2.9 -0.058
C -1.9662 4.3160 5.0615 2.5 2.3 0.2 -0.153
H -2.1905 3.5047 8.1817 0.2 -0.1 -0.4 0.108
H -0.2736 5.1176 8.2858 0.0 -0.2 0.2 0.096
H 0.5379 6.2159 6.3785 0.1 0.3 -0.5 0.107
H -0.6323 5.7274 4.1020 0.0 -0.1 0.4 0.109
H -2.4417 4.0594 4.1839 -0.9 -0.3 -2.0 0.080
```
Positions in Å, forces in eV/Å.

Computed properties:
Charge   0
E_LUMO   0.46 eV
Molecular weight   891.98 g/mol
Structure (SMILES)   O=S1(=O)OCCO1.O=S1(=O)OCCO1.O=S1(=O)OCCO1.O=S1(=O)OCCO1.c1ccncc1.c1ccncc1.c1ccncc1.c1ccncc1.c1ccncc1
Kohn-Sham gap   9.76 eV

Record 2
Here is a 8-piece molecular cluster, C33H41N8O14 overall from the Open Molecules 2025 dataset. Energies are from ωB97M-V/def2-TZVPD.

Structure (XYZ):
```
96
Properties=species:S:1:pos:R:3:forces:R:3:lowdin_charge:R:1
N 0.0249 -0.4548 0.4308 -3.0 -1.9 -1.2 -0.575
O 0.6935 0.4358 0.9685 0.2 -0.2 0.3 -0.070
O -0.7294 -1.2813 1.0910 2.0 1.7 -0.2 -0.091
O -0.0559 -0.5539 -0.8338 0.7 0.7 1.1 -0.094
C -2.9998 1.4954 0.4782 -2.4 2.0 0.5 -0.071
C -4.5501 1.8332 0.5645 3.1 1.2 -0.3 -0.031
C -5.1394 3.1598 0.3458 11.5 -2.2 -0.2 0.029
C -3.9965 4.2214 0.0126 1.1 -3.1 0.1 -0.006
C -2.4595 3.8060 -0.2413 -7.2 -5.3 4.9 0.079
C -1.9327 2.4190 0.2555 -3.4 1.3 -1.4 -0.052
N -4.5590 5.6664 -0.0880 -0.1 -0.4 -2.8 -0.338
O -3.8600 6.5795 -0.5953 -1.2 -2.1 1.8 0.026
O -5.7840 5.7457 0.1061 2.3 0.3 0.3 0.025
H -2.8535 0.4282 0.6675 0.5 0.4 0.1 0.073
H -5.0175 0.8767 0.9328 -0.4 1.5 -0.8 0.092
H -6.1079 3.2414 0.2973 -5.0 1.3 0.0 0.020
H -1.7678 4.4118 -0.5516 3.3 4.1 -1.7 0.007
H -0.8273 2.0749 0.3273 -2.0 0.9 -0.5 0.103
C 0.9179 3.3526 4.4058 -3.0 -4.5 -7.0 -0.101
C 0.1565 2.1562 3.7521 2.3 -0.4 11.3 0.042
C -0.1762 1.0893 4.7048 1.6 1.4 1.1 0.040
C 0.3757 1.1534 6.1992 -0.1 4.2 -3.2 -0.068
C 1.0363 2.4512 6.6492 -2.1 -3.7 -2.8 0.056
C 1.3313 3.4820 5.6037 1.1 0.4 8.8 -0.138
N 0.1168 0.0052 7.1107 4.5 5.5 6.5 -0.340
O 0.5472 0.1996 8.4125 -1.8 -0.1 -4.9 -0.079
O -0.2340 -1.0219 6.7666 -2.0 -3.9 -2.3 0.135
H 1.2609 3.9769 3.6541 0.3 1.8 -1.1 0.077
H -0.1184 2.0982 2.8211 -1.3 -0.1 -5.1 -0.003
H -0.7922 0.1910 4.4136 0.9 1.1 0.3 0.111
H 1.2164 2.4543 7.7217 0.4 0.5 -0.3 0.087
H 1.7978 4.4766 6.0384 -0.7 -2.2 -1.3 0.147
C -0.0332 1.8092 -4.8631 -5.2 -1.2 3.2 -0.087
C -1.0380 1.1996 -3.8478 -0.6 3.2 0.6 -0.024
C -2.1990 2.0366 -3.4282 -1.0 -0.2 -1.7 0.020
C -2.7271 3.2006 -4.4311 6.3 -1.8 0.4 -0.080
C -1.7547 3.6170 -5.5526 -1.5 -0.9 3.7 0.045
C -0.3846 2.8974 -5.5921 -2.9 2.0 -1.7 -0.106
N -3.9244 4.0114 -4.1228 -2.3 -4.3 4.8 -0.348
O -4.6236 3.8025 -3.0104 3.5 0.7 -3.0 -0.021
O -4.4373 4.5373 -5.0228 -0.8 2.7 -3.0 0.097
H 0.8806 1.3185 -4.8926 1.5 -0.6 -0.6 0.044
H -0.7838 0.2534 -3.2215 -0.3 2.0 -1.1 0.104
H -2.9106 1.7679 -2.4342 2.1 0.7 -3.2 0.141
H -2.1174 4.6042 -6.1016 1.3 -2.5 0.8 0.130
H 0.2881 3.1903 -6.4158 -0.3 0.2 0.7 0.095
C -3.6479 -2.8806 -2.0449 -2.4 -4.4 1.2 -0.112
C -4.8218 -3.7692 -1.9640 2.9 -0.6 0.7 -0.033
C -4.5299 -5.2763 -1.5219 -2.4 2.5 -1.5 0.003
C -3.1806 -5.6812 -1.2086 1.4 4.1 0.6 -0.157
C -2.0048 -4.6678 -1.1630 -2.4 1.2 -1.8 0.093
C -2.3681 -3.2874 -1.6596 -1.4 -5.2 1.0 -0.050
N -2.8523 -7.0045 -0.6845 0.8 -2.0 -0.6 -0.339
O -3.7664 -7.8607 -0.6725 1.9 1.6 0.3 0.031
O -1.6383 -7.2317 -0.4022 -3.3 0.3 -0.4 0.024
H -3.8186 -1.9151 -2.4185 0.0 1.3 -0.3 0.070
H -5.7920 -3.1357 -2.2236 1.6 -2.6 0.6 0.117
H -5.5425 -5.9799 -1.6022 3.4 1.6 0.6 0.149
H -0.8746 -4.9330 -0.9234 -3.0 0.5 -0.6 0.128
H -1.7053 -2.5647 -1.9002 3.0 1.8 0.1 0.041
C 4.2878 -0.8029 2.4432 -1.0 2.1 -0.6 -0.396
O 5.3754 -1.0423 1.9832 1.1 -0.5 -0.4 -0.021
N 3.5825 -1.6698 3.1975 0.5 -3.2 1.1 -0.164
C 2.1934 -1.4659 3.6403 -0.6 1.9 -0.5 -0.072
C 4.1345 -3.1215 3.4096 -1.7 0.7 -4.6 -0.010
H 3.8661 0.2930 2.1827 -0.1 -2.3 1.0 0.170
H 1.6395 -1.1774 2.7077 0.2 0.8 1.1 0.067
H 2.1963 -0.7124 4.5068 -0.4 -0.8 -1.5 0.097
H 1.5219 -2.2842 3.9396 1.4 -0.6 0.2 0.090
H 3.5604 -3.8110 2.5683 1.1 1.5 2.5 0.127
H 3.9919 -3.4151 4.3937 -0.9 -0.6 1.7 0.039
H 5.1809 -3.3175 3.1896 0.1 1.0 -0.2 0.061
C 4.1021 3.4734 -1.8748 2.8 0.5 -1.4 -0.288
O 4.7732 4.1674 -2.6960 -2.2 -1.4 2.4 -0.059
N 3.6615 2.2149 -2.1562 0.7 -0.1 -1.4 -0.169
C 3.0393 1.4668 -1.1424 -8.0 3.0 -4.0 -0.086
C 3.6868 1.6726 -3.5589 -0.9 0.3 0.6 -0.011
H 4.0032 3.7224 -0.7461 -0.2 -0.1 -1.7 0.157
H 2.2955 2.0678 -0.5729 0.7 0.2 -0.1 0.101
H 3.4760 0.9498 -0.4980 5.1 -4.2 5.2 -0.009
H 2.2446 0.7692 -1.5383 1.0 0.4 -0.2 0.101
H 4.4864 0.9499 -3.8536 -0.7 0.4 0.9 0.100
H 3.8455 2.5543 -4.1152 0.5 0.9 -1.0 0.049
H 2.6547 1.3269 -3.8905 1.4 0.0 0.9 0.077
C 2.1114 -4.5921 -1.9958 1.1 -1.5 1.3 -0.346
O 1.0678 -4.2828 -2.4743 -1.8 0.3 -1.2 0.010
N 2.6469 -3.8444 -0.9523 0.9 -2.4 -0.5 -0.176
C 4.0529 -4.0604 -0.6232 -0.1 -0.6 0.9 -0.065
C 1.9271 -2.7806 -0.3245 2.4 0.8 0.6 -0.052
H 2.5635 -5.6958 -2.3596 -0.1 2.9 1.3 0.179
H 4.6012 -3.6009 -1.3840 1.4 0.7 -1.3 0.055
H 4.3141 -5.1444 -0.6455 -0.3 0.7 0.3 0.090
H 4.4299 -3.5589 0.3054 -0.9 -0.6 -0.5 0.086
H 2.2513 -2.6792 0.7069 1.0 0.0 0.2 0.078
H 0.9617 -2.9796 -0.0823 -3.3 -0.7 -0.6 0.044
H 2.0666 -1.8169 -0.7858 -0.2 0.3 -0.4 0.086
```
Positions in Å, forces in eV/Å.

Computed properties:
Charge   -1
E_LUMO   0.56 eV
Molecular weight   773.73 g/mol
Kohn-Sham gap   7.31 eV